Computed, not measured: an isolated molecule of C2H5NO2 in a non-equilibrium geometry, with ωB97M-V/def2-TZVPD.

Last column: natural (NBO) charge in e.
Positions of all 10 atoms, in Å:
C -1.71978 -0.48044 0.09135  -0.4483
N -0.36288 -0.04075 -0.18283  -0.1641
O -0.24594 1.32057 0.02878  -0.5475
C 0.79169 -0.72654 0.00399  0.4733
O 1.86060 -0.10676 0.07613  -0.6276
H -2.45191 0.28134 -0.64702  0.2375
H -2.01939 -0.38035 1.28695  0.2230
H -1.67096 -1.58040 -0.38996  0.2228
H 0.73021 1.28146 -0.20744  0.4915
H 0.60339 -1.78543 -0.17397  0.1394

Summary:
- 2S+1: 1
- Gap between HOMO and LUMO: 10.0779 eV
- SMILES string: CN(O)C=O
- HOMO energy: -0.34378 Ha
- Energy above the lowest of the compared OMol25 structures with the same formula, charge and spin: 3.526 eV

Computed, not measured: an isolated molecule of C2H5NO2 in a non-equilibrium geometry, with ωB97M-V/def2-TZVPD.

Last column: natural (NBO) charge in e.
Positions of all 10 atoms, in Å:
C -1.61169 -0.69204 0.01482  -0.4423
N -0.36262 0.11843 -0.02993  -0.1295
O -0.52955 1.38435 0.05700  -0.5072
C 0.83404 -0.61847 -0.03253  0.4487
O 2.02551 -0.11999 0.03027  -0.6523
H -2.12690 -0.34249 -0.86892  0.2104
H -2.28264 -0.88462 0.92936  0.2192
H -1.33046 -1.79705 -0.23111  0.2138
H 0.32036 1.75376 -0.25546  0.4940
H 0.65620 -1.81050 0.04380  0.1451

Summary:
- 2S+1: 1
- Gap between HOMO and LUMO: 9.6738 eV
- SMILES string: CN(O)C=O
- HOMO energy: -0.32752 Ha
- Energy above the lowest of the compared OMol25 structures with the same formula, charge and spin: 3.705 eV

Computed, not measured: the ion C2H5NO2 with charge +1 in a non-equilibrium geometry, with ωB97M-V/def2-TZVPD.

Last column: Mulliken spin population.
Positions of all 10 atoms, in Å:
O 0.56241 1.52118 0.97807  0.8587
C 1.10724 0.93240 0.03708  -0.0218
N 0.64780 -0.14312 -0.58542  0.0416
C -0.84590 -0.48543 -0.54615  0.0088
O -1.28035 -1.63237 0.16392  0.0225
H 2.12037 1.28299 -0.32102  0.0903
H 1.23169 -0.51984 -1.31672  -0.0030
H -1.25365 0.40698 -0.08968  0.0055
H -1.11576 -0.54227 -1.60198  -0.0024
H -1.27897 -1.36658 1.09387  -0.0001

Summary:
- 2S+1: 2
- Gap between HOMO and LUMO (spin up / spin down): 11.5534 / 6.5407 eV
- Total charge: +1
- HOMO energy (spin up / spin down): -0.60936 / -0.60640 Ha
- Energy above the lowest of the compared OMol25 structures with the same formula, charge and spin: 1.205 eV

Computed, not measured: the ion C2H5NO2PS with charge -1 in a non-equilibrium geometry, with ωB97M-V/def2-TZVPD.

Last column: natural (NBO) charge in e.
Positions of all 12 atoms, in Å:
O 1.87334 -0.49425 1.34334  -0.5341
N 1.00847 -0.88788 0.34497  -0.2211
C 0.46215 0.24812 -0.41676  -0.3323
C -0.37738 1.12766 0.47982  -0.0675
O -1.77764 0.80545 0.30579  -0.7745
P 0.18192 -2.56750 -0.27246  0.3552
S -0.12885 -2.26447 -2.22268  -0.6952
H -0.20738 -0.03880 -1.26646  0.2547
H 1.35549 0.89927 -0.75147  0.1856
H -0.22364 2.21422 0.33138  0.1695
H -0.08204 1.09903 1.61838  0.1753
H -2.08443 -0.14086 0.50615  0.4841

Summary:
- 2S+1: 1
- Gap between HOMO and LUMO (spin up / spin down): 7.5996 / 6.5055 eV
- Total charge: -1
- SMILES string: [O-]N(CCO)P=S
- HOMO energy (spin up / spin down): -0.14302 / -0.10009 Ha
- Energy above the lowest of the compared OMol25 structures with the same formula, charge and spin: 3.286 eV

Computed, not measured: an isolated molecule of C2H5NO2S in a non-equilibrium geometry, with ωB97M-V/def2-TZVPD.

Last column: natural (NBO) charge in e.
Positions of all 11 atoms, in Å:
N -0.97885 0.78202 1.27035  -0.8011
C -0.72882 -0.09234 0.32631  0.6515
O -1.49699 -0.79384 -0.27512  -0.6343
C 0.80347 -0.40672 -0.07469  -0.0826
O 0.87469 -1.57443 -0.70949  -0.6849
S 1.30643 1.15001 -0.90537  -0.1140
H -0.23909 1.41984 1.27166  0.3991
H -1.96608 1.04426 1.35263  0.4123
H 1.32370 -0.57680 0.90968  0.1951
H -0.01437 -1.74931 -0.92558  0.4931
H 1.11591 0.79730 -2.24037  0.1658

Summary:
- 2S+1: 1
- Gap between HOMO and LUMO: 9.9051 eV
- SMILES string: NC(=O)[C@@H](O)S
- HOMO energy: -0.33945 Ha
- Energy above the lowest of the compared OMol25 structures with the same formula, charge and spin: 0.581 eV

Computed, not measured: an isolated molecule of C2H5NO2S in a non-equilibrium geometry, with ωB97M-V/def2-TZVPD.

Last column: natural (NBO) charge in e.
Positions of all 11 atoms, in Å:
C -0.68745 -1.03160 -1.27596  -0.7674
S 0.11244 -1.37867 0.29348  0.2688
C 0.93780 0.18466 0.63004  -0.4603
N 2.35653 0.35017 -0.08479  0.5441
O 3.20980 0.70096 0.69224  -0.3812
O 2.43288 -0.01245 -1.21362  -0.3614
H -1.28181 -1.92989 -1.55666  0.2406
H -0.14281 -0.77089 -2.21018  0.2378
H -1.28335 -0.14836 -1.16399  0.2148
H 0.47514 1.01161 0.26657  0.2117
H 1.15820 0.44615 1.67644  0.2525

Summary:
- 2S+1: 1
- Gap between HOMO and LUMO: 9.9343 eV
- SMILES string: CSC[N+](=O)[O-]
- HOMO energy: -0.34633 Ha
- Energy above the lowest of the compared OMol25 structures with the same formula, charge and spin: 3.682 eV

Number 1: E -284.3378 hartree. Number 2: E -284.3312 hartree. Number 3: E -284.0667 hartree. Number 4: E -1023.9315 hartree. Number 5: E -682.6182 hartree. Number 6: E -682.5043 hartree.